# 1
21
Properties=species:S:1:pos:R:3:forces:R:3 method="wB97M-V/def2-TZVPD" relative_energy_kj_mol=135.7 charge=0 smiles="CC(=O)[C@H](C)N.CO"
C 0.203284 0.531210 1.596196 -0.1 0.2 0.0
C 0.803736 0.595217 0.224700 0.7 0.3 0.0
O 1.124043 1.643713 -0.311708 -0.2 -0.5 0.3
C 1.183170 -0.745483 -0.400944 -0.2 0.0 -0.4
C 0.085533 -1.797930 -0.281908 0.1 0.2 -0.1
N 2.372077 -1.193587 0.326037 0.1 0.0 0.0
H -0.801294 0.120070 1.531629 -0.1 -0.1 0.0
H 0.802463 -0.137028 2.210443 0.0 -0.1 0.1
H 0.163381 1.522267 2.039049 0.0 0.0 0.0
H 1.383403 -0.554762 -1.469567 -0.1 0.1 0.2
H -0.057847 -2.081949 0.756824 0.0 -0.1 0.1
H 0.367437 -2.686360 -0.845976 0.0 -0.1 0.0
H -0.839777 -1.402141 -0.694113 0.0 -0.1 0.0
H 2.693730 -2.078915 -0.051760 0.0 0.1 0.1
H 3.122238 -0.517323 0.224959 0.0 -0.1 -0.1
C -2.433057 1.477977 -0.649646 -0.2 0.3 -0.1
O -1.340891 0.882678 -1.308324 0.9 0.5 -0.5
H -2.999761 2.127197 -1.327261 0.0 0.0 0.1
H -2.112900 2.067697 0.214762 0.0 0.0 0.0
H -3.083337 0.670973 -0.312256 0.0 0.1 0.0
H -0.635630 1.556481 -1.471136 -0.9 -0.7 0.2

***

# 2
21
Properties=species:S:1:pos:R:3:forces:R:3 method="wB97M-V/def2-TZVPD" relative_energy_kj_mol=706.1 charge=0
C 0.580669 -1.201903 -1.680142 0.6 -1.8 -1.3
O 1.941574 -1.434075 -1.543717 -0.4 0.4 0.2
C 0.170795 -0.076719 -0.808324 -4.0 -0.3 -0.9
C -1.421204 0.137057 -0.956057 1.7 0.8 1.4
C -2.063703 0.554671 0.273048 0.1 -1.4 1.2
C -3.363206 0.883983 0.535816 -0.5 -0.5 -3.3
N 1.253803 1.438710 1.620030 -1.6 -0.9 1.9
H -0.058580 -2.067276 -1.355544 0.4 0.0 -0.4
H 0.359928 -1.033338 -2.768808 -0.1 0.1 0.8
H 3.358018 -1.509932 0.943009 -1.7 1.3 0.0
H 0.276532 -0.357620 0.212724 0.1 -0.1 0.9
H 2.134865 1.885851 1.525162 0.9 0.6 0.0
H -2.076669 -0.140428 -1.833756 1.1 0.5 0.7
H -1.472698 0.313188 1.179963 0.1 0.9 -0.7
H -4.093745 0.928343 -0.357149 1.1 0.2 1.6
H -3.753750 1.071219 1.523333 0.1 0.1 0.1
H 0.898534 0.692020 -0.948365 -0.1 1.5 -0.2
H 0.985275 1.504053 2.651500 0.6 0.0 -1.8
H 1.513376 0.439075 1.481003 0.3 0.5 0.2
H 2.276075 -1.117054 -0.541083 -0.1 -0.5 0.3
O 2.554119 -0.909826 0.847365 1.4 -1.2 -0.7

***

# 3
21
Properties=species:S:1:pos:R:3:forces:R:3 method="wB97M-V/def2-TZVPD" relative_energy_kj_mol=51.2 charge=0 smiles="CC(=O)NC(C)C.O"
C 1.543617 -1.010523 2.047305 0.3 -0.2 0.0
C 0.478939 -0.044439 1.602513 0.4 0.5 -0.4
O 0.305912 1.040018 2.133196 -0.2 -0.2 0.2
N -0.157547 -0.362742 0.445061 -0.4 -0.1 0.0
C -1.249757 0.468536 -0.087426 0.6 -0.4 -0.3
C -2.085836 -0.403489 -1.026877 -0.1 0.0 -0.3
C -0.702127 1.686283 -0.837797 0.1 -0.5 -0.4
H 2.391488 -0.877976 1.370420 0.0 0.0 0.0
H 1.874396 -0.771174 3.055618 -0.1 0.0 0.0
H 1.272843 -2.065188 1.976263 -0.2 0.1 0.0
H -0.055649 -1.291776 0.065565 0.0 0.1 0.2
H -1.857842 0.772713 0.765925 0.1 0.1 -0.1
H -3.126374 -0.298844 -0.746137 -0.3 -0.3 -0.1
H -2.018160 -0.133090 -2.080500 0.2 0.3 0.0
H -1.784834 -1.450139 -1.020211 -0.2 -0.1 0.4
H -0.416531 2.510360 -0.186373 0.0 -0.1 -0.2
H -1.407955 1.951669 -1.615285 -0.5 0.7 0.3
H 0.130583 1.364728 -1.477832 0.3 0.1 0.5
O 2.395215 -0.727532 -1.462799 0.2 -0.2 0.0
H 2.975849 0.040038 -1.400477 -0.3 0.0 0.0
H 1.493763 -0.397443 -1.520142 0.1 0.2 0.1

***

E_tot, record by record: -10980.4730, -10974.5609, -10981.3481 eV
Frontier orbital gap, record by record: 10.399, 3.764, 10.395 eV
F_max, record by record: 1.20, 4.11, 0.91 eV/A